DFT (ωB97M-V/def2-TZVPD) results for 12 unconnected molecules or ions with the total composition C44H84BF3O17S in a non-equilibrium geometry.

Values from the calculation:
SMILES   CCB(O)[C@@]1(C)COC(=O)[C@@]1(C[C@@H](C)O)S(=O)(=O)C(F)(F)F.CC(C)=O.CC(C)=O.CC(C)=O.CC(C)=O.CC(C)=O.CC(C)=O.CC(C)=O.CC(C)=O.CC(C)=O.CC(C)=O.CC(C)=O
LUMO   0.017 Ha
Strongest force on any atom   0.0311 Eh/bohr
Highest occupied orbital energy   -9.2 eV
Energy   -3728.65793 Ha

Atoms and positions in Å:
H 0.11 8.53 7.04
O -2.04 -0.92 0.74
H 0.79 -2.00 -5.55
C -0.25 -3.57 -4.53
O 6.14 2.40 6.90
C 1.99 6.43 7.37
H 2.30 -1.73 2.15
H -4.94 0.12 0.76
C 4.26 -0.57 4.02
H 2.58 1.32 -5.32
H -3.79 -1.62 -1.68
C 9.21 0.36 -6.81
O -0.17 2.02 -6.50
C 0.52 6.42 7.02
C -3.98 0.38 0.31
O 1.41 1.09 0.30
H 1.31 2.41 5.53
H -9.35 -3.33 -0.01
O -0.17 5.46 7.24
C -9.00 -2.54 -1.97
O 3.59 0.69 -0.04
H 0.23 -6.61 -1.62
H 5.30 3.49 -4.75
C 0.48 0.91 1.40
H 7.66 -0.27 -5.48
H 2.59 6.58 6.47
H 8.40 4.47 7.25
H -3.50 1.12 0.94
H -0.80 2.59 -4.14
C 8.75 -0.23 -5.50
C 0.25 2.58 5.34
O 9.86 1.38 -6.87
H 5.23 3.34 9.04
H -9.95 -3.22 -3.77
H 3.81 -2.26 4.88
C 6.09 2.76 -4.58
C -9.36 -3.68 -1.04
H 1.52 -0.76 5.24
H -9.02 -0.64 1.26
H 2.63 3.04 -5.73
H -4.17 0.81 -0.67
H 0.16 3.59 4.96
H 5.03 1.04 5.19
C -3.64 -1.97 -0.66
C 4.21 0.33 5.23
C 0.28 2.54 -4.23
H -0.29 2.56 6.28
C 8.79 -0.39 -8.06
H 6.77 4.18 9.34
H 5.30 -0.92 3.96
C 3.99 0.03 2.64
H 2.29 1.84 -6.99
H 9.11 0.40 -4.68
H -8.40 0.53 0.10
H 7.11 5.27 6.35
H -8.25 -3.65 -3.64
H -9.40 -5.60 -8.07
C 0.08 -4.01 -0.51
C -0.29 -6.55 -0.66
F 4.41 4.54 2.08
H -10.65 -6.85 -7.85
C 2.65 0.86 0.71
B 0.54 0.39 3.94
H -8.71 -1.97 -4.00
C -9.67 -6.49 -7.52
C -8.79 0.41 1.11
C 4.75 1.56 -2.75
C -1.59 -4.08 -4.06
H -9.71 0.99 1.21
H -1.25 1.13 4.83
H 4.02 -0.78 1.92
H 0.91 -1.44 1.13
H 5.39 1.93 -1.96
C -0.88 -5.17 -0.49
H -1.09 7.54 6.17
H -2.92 -2.79 -0.65
C -7.78 0.88 2.12
H -7.35 1.12 4.20
O 0.76 -4.20 -4.33
S 2.85 2.59 2.73
C -0.03 7.67 6.37
H -11.06 -7.71 -5.37
H 2.21 7.23 8.07
H 0.10 1.89 1.65
C 5.51 1.47 -4.05
H 9.15 -1.24 -5.38
C 1.28 0.22 2.50
H -0.46 -3.08 -0.37
F 3.44 3.64 0.34
H 0.62 -3.99 -1.46
H -1.46 -5.03 -3.55
H -0.64 -1.47 -4.62
H 9.19 -1.40 -8.04
H 3.29 0.90 5.33
H -10.06 -6.98 -4.09
C 6.50 3.46 7.33
H 0.70 -1.86 2.83
H -10.35 -4.06 -1.28
H -9.35 -8.14 -5.24
H 9.17 0.13 -8.94
C 2.14 2.09 -5.95
O 1.60 3.27 2.49
C 5.96 4.03 8.62
C -8.16 0.76 3.58
C -8.97 -2.86 -3.44
H 0.81 -4.12 0.30
H 6.80 3.18 -3.86
H 2.25 5.47 7.82
H 0.71 3.50 -3.95
O -6.70 1.31 1.79
H -8.38 -0.28 3.83
H 4.85 0.65 2.41
C 2.71 0.83 2.30
H 4.37 0.58 -2.47
H 0.67 1.78 -3.54
H 5.49 4.99 8.44
O -9.46 -5.08 -5.62
O 3.43 -1.73 4.18
C -9.71 -6.19 -6.04
F 5.14 2.64 1.28
C -3.12 -0.84 0.19
H 4.38 -0.28 6.12
H 6.61 2.57 -5.52
H -8.64 -4.49 -1.15
H 3.90 2.25 -2.87
C 4.04 3.38 1.50
C -10.07 -7.33 -5.12
C -0.23 -2.25 -5.26
H 7.85 3.79 5.70
O -2.07 -5.00 -0.35
H -2.03 -3.36 -3.36
C -0.39 1.59 4.33
H -2.27 -4.21 -4.90
H -1.09 -7.29 -0.64
H 7.71 -0.45 -8.11
O 3.52 2.77 3.99
H 0.50 7.87 5.44
C 0.66 2.20 -5.65
C 1.31 -1.29 2.13
O -8.76 -1.43 -1.54
H -0.78 2.14 3.49
H -0.86 -2.31 -6.16
H -8.94 -7.28 -7.72
H -4.59 -2.33 -0.27
O 5.65 0.43 -4.64
O 0.65 -0.65 4.84
C 7.53 4.30 6.61
H -9.06 1.35 3.77
H 0.42 -6.75 0.14
H -0.35 0.31 1.07